27
Properties=species:S:1:pos:R:3:nbo_charge:R:1 method="wB97M-V/def2-TZVPD" de_lowest_kj_mol=197.0 orbital_gap_ev=10.06 multiplicity=1 energy_ha=-687.9508 e_lumo_ha=-0.0040 fmax_ev_per_a=0.74 smiles=O.O.O.O.O.O.O.O.O
O -2.757 -0.947 2.351 -0.972
H -3.460 -0.859 1.700 0.469
H -1.941 -0.800 1.844 0.491
O -0.027 1.043 -3.313 -0.970
H 0.359 0.599 -2.537 0.490
H -0.962 1.130 -3.101 0.468
O 1.071 -3.309 -0.473 -0.941
H 1.689 -4.025 -0.663 0.474
H 0.529 -3.240 -1.268 0.468
O 0.194 2.301 1.776 -0.968
H 0.863 2.937 2.063 0.497
H -0.406 2.213 2.533 0.493
O -0.232 -0.493 1.039 -1.007
H -0.087 0.403 1.376 0.480
H 0.238 -0.517 0.168 0.506
O -2.080 -1.826 -0.737 -0.941
H -1.317 -2.036 -0.183 0.481
H -1.945 -2.319 -1.554 0.460
O 1.379 -0.386 -1.282 -0.990
H 1.902 -1.156 -1.531 0.488
H 1.927 0.077 -0.602 0.508
O -1.188 2.945 -0.640 -0.955
H -0.870 2.747 0.258 0.481
H -1.614 3.806 -0.573 0.462
O 2.859 0.761 0.777 -0.948
H 3.642 0.277 1.065 0.485
H 2.231 0.675 1.509 0.489

=====

19
Properties=species:S:1:pos:R:3:nbo_charge:R:1 method="wB97M-V/def2-TZVPD" de_lowest_kj_mol=356.0 orbital_gap_ev="7.73 / 6.39" total_charge=-1 multiplicity=1 energy_ha=-452.8815 e_lumo_ha="0.1254 / 0.1134" fmax_ev_per_a=3.59
C 1.690 -0.104 0.077 0.069
C -1.072 -1.416 -0.268 -0.267
C -1.481 -2.543 0.354 -0.547
C 0.531 0.591 -0.393 0.000
C -1.572 1.718 -0.309 -0.609
C -0.212 1.645 0.432 -0.480
N 3.592 -0.398 1.124 -0.155
N 2.432 0.214 1.251 -0.317
N 2.539 -0.848 -0.686 -0.293
N 3.646 -0.982 -0.069 -0.151
H -1.216 -1.339 -1.319 0.114
H 0.132 0.436 -1.449 0.216
H -1.293 -2.548 1.395 0.174
H -2.057 -3.444 -0.034 0.171
H -1.330 1.985 -1.350 0.182
H -2.278 2.566 0.037 0.192
H -1.987 0.742 -0.499 0.240
H -0.337 1.143 1.413 0.247
H 0.272 2.581 0.293 0.215

=====

89
Properties=species:S:1:pos:R:3:lowdin_charge:R:1 method="wB97M-V/def2-TZVPD" de_lowest_kj_mol=0.0 orbital_gap_ev=8.27 multiplicity=1 energy_ha=-3439.5356 e_lumo_ha=0.0050 fmax_ev_per_a=1.27 smiles=ClC(Cl)(Cl)Cl.c1cc[nH]c1.c1cc[nH]c1.c1cc[nH]c1.CCO.CCO.CCO.CCO.CCO.CCO
Cl -1.266 5.454 -2.845 0.564
C -0.230 4.172 -3.454 -2.039
Cl 1.015 3.735 -2.278 0.552
Cl -1.184 2.728 -3.784 0.541
Cl 0.573 4.727 -4.935 0.515
C 0.477 0.555 -0.800 -0.127
C -0.937 0.655 -0.626 -0.123
C -1.209 0.385 0.692 -0.135
N -0.023 0.093 1.307 0.041
C 1.008 0.245 0.423 -0.132
H 0.969 0.668 -1.752 0.070
H -1.643 0.947 -1.386 0.082
H -2.158 0.295 1.195 0.104
H 0.075 -0.155 2.278 0.103
H 2.027 0.126 0.753 0.100
C 2.828 0.611 -4.603 -0.098
C 3.696 1.470 -3.873 -0.136
C 4.831 1.614 -4.604 -0.134
N 4.721 0.804 -5.705 0.007
C 3.505 0.186 -5.712 -0.133
H 1.834 0.323 -4.299 0.068
H 3.510 1.971 -2.938 0.069
H 5.735 2.164 -4.410 0.110
H 5.445 0.720 -6.395 0.144
H 3.162 -0.398 -6.548 0.106
C -6.006 2.104 3.039 -0.112
C -6.600 0.850 2.725 -0.114
C -5.648 -0.113 2.925 -0.148
N -4.498 0.508 3.320 0.014
C -4.712 1.857 3.414 -0.141
H -6.476 3.073 3.043 0.087
H -7.607 0.684 2.382 0.087
H -5.686 -1.178 2.770 0.103
H -3.655 0.031 3.601 0.083
H -3.882 2.481 3.701 0.104
C -2.744 -2.507 4.418 -0.072
C -1.833 -1.801 3.440 -0.302
O -1.748 -0.394 3.717 -0.114
H -3.642 -1.937 4.651 0.066
H -2.224 -2.733 5.352 0.076
H -3.045 -3.483 4.023 0.083
H -2.196 -1.885 2.414 0.111
H -0.860 -2.293 3.488 0.083
H -1.004 -0.278 4.319 0.062
C 5.345 -1.070 -1.737 -0.068
C 4.456 -0.319 -0.737 -0.314
O 5.204 0.212 0.354 -0.078
H 5.275 -2.139 -1.519 0.068
H 6.384 -0.756 -1.726 0.074
H 4.927 -0.947 -2.738 0.056
H 3.618 -0.938 -0.412 0.091
H 3.974 0.495 -1.291 0.081
H 5.141 1.169 0.319 0.077
C 0.801 -3.423 1.124 -0.078
C 0.100 -3.371 -0.232 -0.307
O 0.750 -4.172 -1.213 -0.080
H 1.303 -4.390 1.185 0.080
H 0.081 -3.449 1.947 0.047
H 1.432 -2.557 1.310 0.051
H 0.089 -2.355 -0.633 0.088
H -0.959 -3.641 -0.141 0.113
H 0.467 -5.083 -1.105 0.080
C 2.072 -2.484 4.622 -0.079
C 2.272 -1.027 4.917 -0.288
O 1.159 -0.216 4.500 -0.091
H 2.153 -2.742 3.570 0.057
H 1.100 -2.814 5.006 0.075
H 2.796 -3.084 5.177 0.082
H 3.167 -0.674 4.395 0.116
H 2.478 -0.863 5.976 0.115
H 0.894 0.309 5.260 0.089
C -0.140 -1.984 -3.805 -0.081
C -0.771 -1.140 -4.912 -0.330
O -0.940 -1.851 -6.127 -0.072
H 0.759 -2.474 -4.183 0.079
H -0.833 -2.735 -3.438 0.073
H 0.166 -1.311 -3.000 0.048
H -0.209 -0.212 -5.050 0.082
H -1.775 -0.860 -4.575 0.109
H -0.170 -1.701 -6.680 0.076
C -3.372 5.015 0.267 -0.095
C -2.759 3.671 0.519 -0.313
O -1.458 3.625 -0.114 -0.153
H -2.775 5.819 0.696 0.078
H -4.364 5.046 0.724 0.074
H -3.478 5.180 -0.805 0.053
H -3.385 2.877 0.100 0.111
H -2.621 3.479 1.587 0.099
H -1.050 2.800 0.174 0.030

=====

70
Properties=species:S:1:pos:R:3:nbo_charge:R:1 method="wB97M-V/def2-TZVPD" de_lowest_kj_mol=0.0 orbital_gap_ev="7.18 / 7.18" multiplicity=3 energy_ha=-2219.5400 e_lumo_ha="-0.0048 / -0.0223" fmax_ev_per_a=0.95
Pt -1.053 -1.875 0.087 0.826
C 0.925 2.475 -5.673 -0.624
C 1.619 2.944 -4.403 -0.025
C 1.607 4.452 -4.219 -0.404
C 0.180 4.961 -4.071 -0.429
C -0.556 4.187 -3.005 -0.014
C -1.652 4.718 -2.367 -0.236
C -2.292 4.003 -1.358 0.385
F -3.364 4.573 -0.773 -0.320
C -1.866 2.779 -0.945 -0.248
C -0.750 2.213 -1.577 -0.059
C -0.259 0.902 -1.129 0.500
O -0.857 0.340 -0.186 -0.708
C 0.887 0.388 -1.784 -0.336
C 1.440 1.130 -2.793 0.160
N 0.984 2.309 -3.226 -0.338
C -0.114 2.905 -2.606 0.138
C 1.615 -0.884 -1.424 0.792
O 2.781 -0.987 -1.779 -0.659
O 0.973 -1.774 -0.745 -0.801
H 1.349 2.977 -6.545 0.221
H -0.145 2.685 -5.640 0.214
H 1.051 1.400 -5.801 0.227
H 2.649 2.592 -4.405 0.218
H 2.105 4.919 -5.069 0.225
H 2.181 4.702 -3.323 0.217
H -0.349 4.879 -5.024 0.221
H 0.175 6.019 -3.808 0.230
H -2.019 5.704 -2.632 0.231
H -2.362 2.241 -0.149 0.256
H 2.327 0.748 -3.285 0.244
C -2.281 -6.512 0.038 -1.122
Si -1.512 -4.891 0.550 1.648
C 0.303 -5.219 0.860 -1.135
C -2.391 -4.315 2.108 -1.128
C -1.701 -3.617 -0.775 -1.284
H -2.235 -7.242 0.854 0.228
H -1.747 -6.931 -0.821 0.231
H -3.331 -6.386 -0.245 0.230
H 0.580 -5.043 1.905 0.227
H 0.946 -4.588 0.239 0.252
H 0.539 -6.262 0.633 0.237
H -1.695 -4.219 2.949 0.233
H -3.175 -5.022 2.402 0.235
H -2.867 -3.338 1.975 0.232
H -2.746 -3.508 -1.088 0.228
H -1.062 -3.845 -1.632 0.235
Te 0.834 -1.760 1.946 0.869
C -0.055 -1.501 3.845 -0.331
C -1.327 -0.952 3.961 -0.229
C -1.901 -0.779 5.214 -0.211
C -1.206 -1.162 6.355 -0.191
C 0.061 -1.720 6.244 -0.231
C 0.638 -1.895 4.990 -0.164
C 1.593 0.196 1.840 -0.285
C 0.752 1.300 1.940 -0.240
C 1.289 2.577 1.880 -0.158
C 2.659 2.752 1.715 -0.224
C 3.493 1.650 1.614 -0.210
C 2.964 0.364 1.678 -0.221
H -1.877 -0.664 3.072 0.222
H -2.893 -0.351 5.298 0.217
H -1.656 -1.028 7.330 0.214
H 0.600 -2.023 7.133 0.216
H 1.625 -2.334 4.915 0.210
H -0.313 1.163 2.058 0.230
H 0.635 3.438 1.959 0.206
H 3.073 3.752 1.667 0.212
H 4.559 1.786 1.479 0.217
H 3.616 -0.494 1.569 0.230

=====

67
Properties=species:S:1:pos:R:3:nbo_charge:R:1 method="wB97M-V/def2-TZVPD" de_lowest_kj_mol=96.8 orbital_gap_ev=6.35 total_charge=-1 multiplicity=1 energy_ha=-2482.5732 e_lumo_ha=0.0980 fmax_ev_per_a=1.88
C -0.062 0.984 -5.833 -0.622
C -1.122 1.129 -4.774 -0.070
O -0.965 0.167 -3.719 -0.557
C -1.673 0.493 -2.597 0.771
C -1.450 -0.572 -1.554 -0.373
C -1.212 -1.902 -2.147 -0.627
C -2.414 -0.559 -0.423 0.804
O -2.288 -1.269 0.568 -0.675
O -3.450 0.267 -0.663 -0.521
C -4.717 0.075 0.016 -0.062
C -5.613 1.106 -0.614 -0.617
O -2.373 1.485 -2.564 -0.623
H -0.341 1.653 -6.649 0.204
H 0.916 1.314 -5.470 0.205
H 0.029 -0.027 -6.241 0.206
H -1.063 2.135 -4.345 0.202
H -2.121 0.973 -5.200 0.171
H -1.274 -2.648 -1.353 0.209
H -2.013 -2.112 -2.880 0.178
H -0.236 -1.960 -2.637 0.216
H -5.119 -0.934 -0.154 0.169
H -4.560 0.249 1.088 0.184
H -6.621 1.055 -0.210 0.191
H -5.216 2.104 -0.432 0.218
H -5.678 0.969 -1.696 0.214
C 2.274 -4.402 4.065 -0.203
C 0.957 -4.209 3.637 -0.211
C 0.547 -2.964 3.152 -0.207
C 1.469 -1.916 3.080 -0.226
S 0.906 -0.266 2.654 2.141
C 0.655 -0.002 0.916 -0.773
C 0.603 -0.915 -0.095 -0.098
C 1.700 -0.906 -1.108 0.026
C 1.507 -0.281 -2.339 -0.203
C 2.421 -0.392 -3.386 -0.215
C 3.651 -1.009 -3.155 -0.232
C 3.941 -1.479 -1.867 -0.235
C 2.979 -1.435 -0.853 -0.222
S 0.404 1.710 0.409 2.165
C 0.340 2.694 1.914 -0.235
C -0.884 2.886 2.553 -0.171
C -0.945 3.664 3.710 -0.234
C 0.215 4.265 4.207 -0.202
C 1.440 4.076 3.556 -0.223
C 1.496 3.309 2.395 -0.183
O 1.576 2.120 -0.324 -0.949
O -0.920 1.801 -0.162 -0.910
O -0.375 -0.042 3.294 -0.940
O 2.053 0.564 2.991 -0.963
C 2.796 -2.111 3.484 -0.205
C 3.197 -3.357 3.969 -0.226
H 2.582 -5.370 4.463 0.209
H 0.233 -5.021 3.691 0.213
H -0.478 -2.785 2.832 0.254
H 0.080 -1.848 0.122 0.243
H 0.582 0.265 -2.476 0.245
H 2.136 -0.002 -4.363 0.204
H 4.386 -1.103 -3.958 0.199
H 4.921 -1.909 -1.671 0.201
H 3.181 -1.789 0.158 0.206
H -1.768 2.410 2.138 0.245
H -1.905 3.793 4.215 0.209
H 0.164 4.875 5.111 0.203
H 2.359 4.522 3.946 0.206
H 2.433 3.166 1.864 0.242
H 3.498 -1.282 3.427 0.250
H 4.231 -3.500 4.284 0.212

=====

9
Properties=species:S:1:pos:R:3:nbo_charge:R:1 method="wB97M-V/def2-TZVPD" de_lowest_kj_mol=74.9 orbital_gap_ev="7.51 / 9.22" total_charge=+1 multiplicity=6 energy_ha=-1273.1300 e_lumo_ha="-0.1743 / -0.1665" fmax_ev_per_a=2.38
O -0.237 1.205 0.082 -0.770
H -0.350 2.165 0.120 0.542
O 0.182 -1.244 0.020 -0.808
Cr 1.649 0.141 -0.061 0.938
H 0.294 -2.201 0.021 0.531
C -1.172 -0.859 -0.094 -0.249
C -1.394 0.559 -0.008 0.255
H -1.710 -1.296 -0.947 0.274
H -1.853 -0.759 0.930 0.286

=====

135
Properties=species:S:1:pos:R:3:lowdin_charge:R:1 method="wB97M-V/def2-TZVPD" de_lowest_kj_mol=106.7 orbital_gap_ev="4.43 / 3.92" total_charge=-2 multiplicity=1 energy_ha=-3900.7202 e_lumo_ha="0.1243 / 0.1246" fmax_ev_per_a=0.75
Rb 0.419 -0.536 0.116 0.781
C 0.324 0.198 -3.085 -0.076
C -0.699 1.188 -3.623 -0.359
C -0.618 1.209 -5.149 -0.061
C -2.101 0.796 -3.162 -0.257
C -3.239 1.573 -3.834 -0.091
O -4.131 1.902 -2.756 -0.038
C -3.433 1.625 -1.607 -0.320
N -2.318 1.046 -1.720 0.201
C -4.139 2.092 -0.378 -0.110
C -5.305 2.841 -0.594 -0.026
C -6.029 3.368 0.457 -0.086
C -5.592 3.162 1.758 -0.080
C -4.448 2.421 1.977 -0.093
C -3.706 1.860 0.933 -0.273
P -2.214 0.851 1.431 1.106
C -3.079 -0.309 2.578 -0.359
C -4.392 -0.722 2.346 -0.090
C -5.009 -1.648 3.178 -0.094
C -4.327 -2.175 4.265 -0.121
C -3.005 -1.807 4.480 -0.095
C -2.381 -0.907 3.630 -0.114
C -1.504 2.118 2.572 -0.363
C -0.746 3.092 1.921 -0.094
C -0.116 4.092 2.643 -0.068
C -0.228 4.133 4.026 -0.091
C -0.980 3.170 4.680 -0.085
C -1.616 2.169 3.957 -0.100
H 1.329 0.492 -3.393 0.085
H 0.117 -0.805 -3.463 0.076
H 0.320 0.173 -2.004 -0.056
H -0.478 2.184 -3.219 0.143
H -0.877 0.226 -5.554 0.088
H 0.402 1.437 -5.464 0.078
H -1.276 1.952 -5.607 0.063
H -2.212 -0.279 -3.333 0.128
H -3.791 0.990 -4.569 0.127
H -2.902 2.509 -4.286 0.118
H -5.629 3.009 -1.609 0.108
H -6.925 3.944 0.260 0.096
H -6.137 3.577 2.597 0.099
H -4.108 2.264 2.993 0.103
H -4.949 -0.312 1.513 0.105
H -6.031 -1.948 2.976 0.096
H -4.814 -2.880 4.929 0.094
H -2.445 -2.233 5.303 0.107
H -1.336 -0.670 3.788 0.094
H -0.582 3.016 0.852 0.069
H 0.500 4.816 2.123 0.095
H 0.289 4.898 4.593 0.095
H -1.055 3.176 5.760 0.097
H -2.191 1.430 4.496 0.092
C 0.512 7.212 -0.936 -0.106
O 1.739 6.835 -1.516 -0.098
C 2.054 5.498 -1.486 -0.299
C 3.314 5.177 -2.034 -0.052
C 3.680 3.857 -2.062 -0.064
C 2.882 2.811 -1.556 -0.099
C 3.366 1.442 -1.624 -0.411
C 4.581 1.125 -2.494 -0.021
O 2.853 0.499 -1.028 -0.074
C 1.594 3.131 -0.969 -0.372
O 0.793 2.291 -0.502 -0.129
C 1.228 4.534 -0.981 0.037
H 0.456 8.296 -1.011 0.082
H 0.459 6.916 0.116 0.086
H -0.337 6.768 -1.466 0.092
H 3.950 5.965 -2.414 0.095
H 4.649 3.614 -2.479 0.095
H 4.630 1.723 -3.402 0.068
H 4.525 0.069 -2.752 0.062
H 5.499 1.291 -1.923 0.086
H 0.254 4.767 -0.574 0.095
C -3.431 -2.171 -1.637 -0.056
C -2.105 -2.538 -2.280 -0.480
O -1.060 -2.505 -1.546 -0.212
C -2.064 -2.901 -3.651 -0.209
C -3.222 -2.946 -4.490 -0.073
C -3.125 -3.261 -5.829 -0.148
C -1.893 -3.558 -6.423 -0.155
C -0.747 -3.535 -5.613 -0.134
C -0.818 -3.224 -4.276 -0.062
H -3.229 -1.657 -0.697 0.052
H -4.040 -3.057 -1.420 0.076
H -4.036 -1.512 -2.269 0.063
H -4.198 -2.732 -4.071 0.084
H -4.028 -3.280 -6.431 0.081
H -1.827 -3.798 -7.477 0.068
H 0.221 -3.762 -6.050 0.086
H 0.075 -3.203 -3.664 0.096
C 4.816 -1.004 1.291 -0.203
Si 3.504 -2.206 0.731 0.706
C 3.278 -3.545 2.032 -0.209
C 3.971 -3.000 -0.903 -0.288
C 3.239 -4.076 -1.418 -0.102
C 3.518 -4.613 -2.666 -0.095
C 4.547 -4.083 -3.434 -0.109
C 5.290 -3.018 -2.943 -0.102
C 5.000 -2.483 -1.695 -0.115
H 5.782 -1.516 1.377 0.032
H 4.540 -0.604 2.270 0.018
H 4.911 -0.163 0.604 0.015
H 4.264 -3.908 2.342 0.028
H 2.701 -4.393 1.658 0.002
H 2.768 -3.139 2.907 0.020
H 2.420 -4.492 -0.841 0.082
H 2.920 -5.432 -3.048 0.098
H 4.760 -4.491 -4.415 0.091
H 6.090 -2.594 -3.540 0.095
H 5.579 -1.641 -1.333 0.089
C 1.468 0.130 3.015 -0.087
C 2.245 0.156 4.139 -0.352
C 3.346 1.081 4.318 -0.083
C 4.109 1.095 5.447 -0.087
C 3.877 0.201 6.521 -0.304
C 2.814 -0.721 6.372 -0.093
C 2.040 -0.751 5.251 -0.082
C 4.673 0.226 7.690 -0.278
N 5.325 0.248 8.649 0.060
H 1.617 0.859 2.224 0.025
H 0.637 -0.562 2.938 -0.004
H 3.551 1.787 3.520 0.100
H 4.919 1.812 5.533 0.100
H 2.615 -1.421 7.178 0.098
H 1.235 -1.477 5.175 0.090
C -2.092 -4.528 2.349 -0.247
S -1.626 -3.577 0.895 0.843
C -0.421 -4.737 0.265 -0.239
O -0.833 -2.432 1.453 -0.682
H -1.225 -4.623 3.003 0.061
H -2.460 -5.507 2.038 0.049
H -2.883 -3.979 2.857 0.021
H -0.931 -5.644 -0.062 0.060
H 0.308 -4.947 1.049 0.051
H 0.029 -4.243 -0.594 0.032

=====

53
Properties=species:S:1:pos:R:3:nbo_charge:R:1 method="wB97M-V/def2-TZVPD" de_lowest_kj_mol=113.9 orbital_gap_ev="7.56 / 6.18" total_charge=+1 multiplicity=5 energy_ha=-1716.8072 e_lumo_ha="-0.0915 / -0.2194" fmax_ev_per_a=3.27
O 1.168 -3.509 -3.096 -0.738
H 1.988 -4.001 -3.308 0.480
Rh 0.225 0.194 0.396 0.603
N 1.556 1.312 1.609 -0.288
N 1.946 0.410 -0.777 -0.261
O 1.281 1.766 2.930 -0.526
O 2.087 -0.039 -2.083 -0.522
C 2.736 1.627 1.056 0.126
C 2.919 1.188 -0.261 0.190
C 3.728 2.424 1.802 -0.677
C 4.118 1.533 -1.062 -0.684
H 3.672 2.374 2.899 0.260
H 3.673 3.493 1.519 0.248
H 4.744 2.084 1.532 0.240
H 3.998 1.505 -2.155 0.261
H 4.967 0.868 -0.810 0.250
H 4.443 2.560 -0.817 0.243
H 0.355 1.444 3.127 0.481
H 1.394 -0.741 -2.198 0.500
O -0.292 2.385 -0.514 -0.884
H 0.097 2.182 0.384 0.474
H 0.000 1.660 -1.105 0.467
C 1.185 -3.437 -1.635 -0.271
H 0.171 -3.166 -1.258 0.172
H 2.002 -2.765 -1.281 0.173
H 1.403 -4.428 -1.260 0.194
O 0.845 -1.441 1.985 -0.887
H 1.410 -0.633 1.897 0.483
H -0.097 -1.118 1.984 0.468
C -2.568 -2.158 -1.602 -0.882
P -1.344 -0.819 -1.113 0.801
C -0.831 -0.565 -2.870 -0.957
C -2.681 0.508 -0.915 -0.700
C -3.222 0.751 0.457 -0.662
P -1.821 0.574 1.696 0.786
C -2.753 1.582 2.948 -0.903
C -2.329 -1.160 2.107 -0.951
H -3.167 -1.814 -2.460 0.240
H -3.228 -2.357 -0.771 0.230
H -2.019 -3.050 -1.888 0.242
H -1.719 -0.514 -3.495 0.250
H -0.301 0.376 -2.978 0.234
H -0.243 -1.428 -3.227 0.267
H -2.188 1.421 -1.233 0.251
H -3.501 0.317 -1.586 0.234
H -3.617 1.765 0.496 0.245
H -4.033 0.071 0.765 0.228
H -3.777 1.191 3.027 0.244
H -2.252 1.486 3.901 0.234
H -2.788 2.628 2.636 0.255
H -3.389 -1.185 2.340 0.250
H -2.139 -1.852 1.268 0.245
H -1.812 -1.497 2.996 0.245